1.
DFT (the ωB97M-V functional and the def2-TZVPD basis) results for a 7-piece molecular cluster, C35H51BrN2O19PS overall in a non-equilibrium geometry.

XYZ file:
```
110
Properties=species:S:1:pos:R:3:forces:R:3:lowdin_charge:R:1
C 0.8046 4.1013 -1.0957 0.64 -0.06 -0.68 0.12
C 0.4448 3.3265 -1.9529 -0.50 -0.64 -0.33 -0.26
P -0.0501 2.0282 -3.1020 1.15 1.03 1.30 0.62
Br -0.2406 3.0028 -5.0804 -0.18 -0.66 1.04 0.51
C 1.3751 0.8224 -3.1650 -1.29 -0.37 -0.29 -0.29
C 1.0011 -0.6015 -3.6072 0.49 -0.63 0.97 -0.22
C 1.6243 -1.6204 -2.9659 0.02 0.11 -0.02 0.02
C -1.6162 1.3496 -2.4442 -0.87 0.00 -0.81 -0.30
C -2.2044 0.1183 -3.2343 -1.36 0.71 0.41 -0.23
C -3.7079 0.4102 -3.6352 -0.16 -1.24 0.21 -0.23
C -4.6192 -0.8621 -3.3997 0.66 1.04 0.09 -0.44
S -3.9054 -2.3639 -4.1775 0.34 -0.37 0.06 0.97
C -3.0001 -3.2628 -2.9409 -0.49 -0.25 0.99 -0.64
N -3.5198 -4.1324 -2.1306 -1.00 0.29 -0.50 0.05
N -2.5508 -4.6679 -1.3214 1.53 1.59 -1.52 0.06
C -1.4526 -4.0609 -1.7255 -0.56 -1.52 1.53 -0.16
O -1.6346 -3.1687 -2.7045 -0.12 -0.03 -0.19 0.01
H 1.3560 4.8128 -0.4822 -0.71 -0.45 -0.18 0.08
H 1.8697 0.8270 -2.1718 -0.33 0.08 -0.50 0.11
H 2.1013 1.2092 -3.9128 -0.47 0.06 0.59 0.09
H 0.3061 -0.8551 -4.4220 1.23 0.67 -0.50 0.10
H 1.7564 -1.6240 -1.8676 0.99 0.65 -0.76 0.08
H 2.0815 -2.4666 -3.5113 -1.47 -0.14 0.39 0.08
H -1.5653 1.1083 -1.3616 0.64 0.27 -0.65 0.11
H -2.3659 2.1726 -2.5238 0.72 -0.24 0.06 0.09
H -2.2585 -0.7244 -2.5189 0.60 0.31 -0.67 0.09
H -1.6651 -0.1344 -4.1612 -0.05 -0.08 0.68 0.09
H -4.1594 1.2103 -3.0122 0.35 -0.20 -0.54 0.11
H -3.7874 0.6331 -4.7177 0.13 0.29 0.68 0.11
H -4.8314 -1.0022 -2.3225 0.10 -0.16 -0.62 0.09
H -5.5641 -0.6571 -3.9401 0.38 -0.51 0.39 0.08
H -0.4991 -4.3306 -1.2518 -0.21 0.74 -0.74 0.15
C 3.1711 7.5653 -4.3069 -0.40 -0.19 -0.03 0.00
C 3.8640 6.4329 -3.5956 -0.03 0.99 -0.40 -0.32
C 5.0846 5.8958 -4.2895 0.39 0.09 0.06 -0.08
O 5.1230 4.5393 -3.8107 -0.49 -0.20 0.08 0.08
C 3.8488 4.1936 -3.5234 0.07 0.07 -0.08 -0.55
O 3.4777 3.0837 -3.2758 -0.03 -0.13 -0.05 0.12
O 3.0262 5.2662 -3.5555 0.19 -0.50 0.16 0.07
H 2.2096 7.7592 -3.8264 0.52 0.10 -0.13 0.06
H 3.7722 8.4748 -4.2876 0.02 -0.06 0.09 0.11
H 2.9635 7.3066 -5.3485 0.13 -0.05 0.01 0.10
H 4.0867 6.7210 -2.5636 0.05 -0.10 -0.01 0.17
H 5.9932 6.4308 -4.0212 0.05 -0.24 0.08 0.15
H 4.9906 5.8713 -5.3779 -0.12 0.06 0.05 0.14
C -4.1607 -6.2252 0.9892 -0.30 -0.22 0.00 -0.03
C -4.0463 -5.6703 2.3861 -0.06 -0.33 -0.81 -0.33
C -2.9535 -6.2912 3.2086 0.27 0.17 0.03 -0.10
O -3.4374 -6.0994 4.5427 -0.28 0.00 -0.05 0.06
C -4.7967 -6.0563 4.4665 -0.29 -0.07 0.14 -0.55
O -5.5250 -6.0874 5.4043 0.11 0.02 -0.04 0.17
O -5.2084 -5.9784 3.1714 0.28 0.10 0.51 0.09
H -5.0698 -5.8624 0.5066 0.11 0.12 -0.03 0.09
H -3.3014 -5.9306 0.3877 -0.14 -0.01 0.12 0.05
H -4.2259 -7.3157 0.9995 0.04 0.02 0.13 0.09
H -3.9495 -4.5801 2.3483 0.07 -0.02 0.11 0.16
H -1.9981 -5.8023 3.0702 -0.09 0.03 0.12 0.10
H -2.8363 -7.3647 3.0357 -0.10 0.04 -0.14 0.15
C -2.9495 7.2264 -2.4182 0.14 0.08 0.32 -0.02
C -1.8207 8.1527 -2.8004 -0.81 -0.46 0.10 -0.32
C -0.8077 7.5407 -3.7266 0.04 0.02 -0.48 -0.09
O 0.3719 8.2912 -3.4201 -0.51 0.15 0.37 0.01
C 0.2469 8.7082 -2.1263 -0.02 0.19 0.40 -0.55
O 1.1250 9.1963 -1.4928 0.04 -0.15 -0.14 0.17
O -1.0082 8.4791 -1.6616 0.52 0.09 -0.37 0.10
H -3.5500 7.6605 -1.6194 -0.06 0.02 -0.12 0.10
H -3.5965 7.0251 -3.2720 0.02 0.04 0.02 0.10
H -2.5641 6.2780 -2.0400 0.06 0.03 -0.07 0.07
H -2.2188 9.0876 -3.2061 0.12 0.00 -0.04 0.16
H -1.0756 7.6496 -4.7764 0.19 0.11 0.01 0.14
H -0.6069 6.4857 -3.5141 -0.14 0.01 0.10 0.13
C 2.1294 -5.2874 6.5003 0.18 0.30 -0.22 -0.02
C 0.9295 -5.3752 5.5890 0.58 -0.09 0.82 -0.32
C 0.8534 -6.6430 4.7856 -0.20 -0.42 0.14 -0.08
O 0.0943 -6.2256 3.6419 0.31 0.40 -0.06 0.03
C 0.3273 -4.8962 3.4838 0.19 0.19 0.00 -0.57
O -0.0035 -4.2666 2.5245 -0.05 -0.11 -0.01 0.14
O 0.9849 -4.3820 4.5493 -0.40 -0.25 -0.48 0.10
H 2.2184 -4.2838 6.9170 -0.07 -0.08 0.10 0.10
H 2.0495 -6.0017 7.3199 -0.05 0.03 -0.03 0.10
H 3.0541 -5.4833 5.9561 -0.06 -0.06 -0.01 0.07
H 0.0115 -5.2070 6.1602 -0.06 -0.05 -0.14 0.16
H 0.3460 -7.4479 5.3142 -0.14 0.04 -0.18 0.15
H 1.8279 -6.9983 4.4408 0.04 0.13 0.09 0.14
C -2.4175 3.9492 2.2636 0.18 0.32 -0.10 -0.01
C -3.6630 3.8456 1.4168 0.63 -0.01 0.66 -0.33
C -3.7095 2.6333 0.5277 -0.34 -0.38 0.09 -0.10
O -4.5572 3.0748 -0.5383 0.20 0.22 -0.09 0.05
C -4.4196 4.4304 -0.6142 -0.11 0.39 -0.03 -0.55
O -4.8410 5.1057 -1.4959 0.03 -0.29 0.00 0.16
O -3.7296 4.9082 0.4547 -0.31 -0.33 -0.40 0.09
H -2.3662 4.9253 2.7469 -0.09 -0.08 0.08 0.09
H -2.4038 3.1754 3.0318 -0.06 0.02 -0.03 0.10
H -1.5173 3.8524 1.6519 -0.07 -0.07 -0.04 0.08
H -4.5529 3.9127 2.0492 -0.04 -0.07 -0.10 0.17
H -4.1331 1.7611 1.0234 -0.13 0.03 -0.16 0.15
H -2.7343 2.3704 0.1067 0.08 0.14 0.16 0.11
C 6.6870 -5.3589 3.2888 -0.36 -0.16 -0.04 -0.02
C 6.7757 -4.7865 4.6832 0.08 -0.20 -0.81 -0.34
C 7.8550 -5.3957 5.5371 0.41 0.13 0.10 -0.10
O 7.3416 -5.1918 6.8563 -0.33 0.00 -0.13 0.07
C 5.9877 -5.1544 6.7529 -0.11 -0.06 0.28 -0.55
O 5.2398 -5.1795 7.6750 0.02 0.01 -0.12 0.17
O 5.6007 -5.0907 5.4464 0.22 0.06 0.41 0.07
H 5.7851 -5.0036 2.7880 0.10 0.11 -0.01 0.09
H 7.5554 -5.0723 2.6946 -0.01 0.03 0.06 0.09
H 6.6246 -6.4486 3.3149 0.08 0.03 0.07 0.09
H 6.8697 -3.6970 4.6361 0.05 -0.02 0.10 0.16
H 8.8181 -4.9029 5.4161 -0.04 0.03 0.21 0.14
H 7.9787 -6.4702 5.3779 -0.09 0.04 -0.13 0.14
```
Positions in Å, forces in eV/Å.

Computed properties:
Net charge: +1
Spin multiplicity: 1
Lowest unoccupied orbital energy in eV: -3.995
Electronic energy in Eh: -6216.60241



2.
DFT (the ωB97M-V functional and the def2-TZVPD basis) results for C35H51F2N2O2PSbSn as an isolated structure.

XYZ file:
```
95
Properties=species:S:1:pos:R:3:forces:R:3:lowdin_charge:R:1
Sn -1.5571 0.2300 -1.1405 0.81 -0.10 -0.23 1.34
O 0.1401 1.5708 -3.4380 -0.11 -0.19 0.32 -0.05
N -0.3450 0.2790 -3.2592 -0.24 0.01 -0.08 -0.17
C -0.4143 -0.4650 -4.2928 -0.02 -0.31 0.02 -0.05
C -0.8709 -1.8704 -4.4007 0.12 0.34 0.02 -0.19
C -1.0302 -2.3014 -5.7162 0.01 0.02 -0.14 -0.01
C -1.4145 -3.6018 -6.0070 -0.01 -0.04 0.00 -0.02
C -1.6366 -4.4974 -4.9750 -0.01 -0.03 -0.04 -0.02
C -1.4738 -4.0871 -3.6565 -0.11 0.02 0.01 -0.05
C -1.1022 -2.7836 -3.3534 0.15 0.23 0.01 -0.30
P -0.8806 -2.3531 -1.6075 -0.15 -0.41 0.38 0.97
C 0.6531 -3.1305 -1.0445 0.18 0.29 0.05 -0.36
C 1.5070 -3.8316 -1.8906 -0.04 -0.03 -0.02 -0.06
C 2.6680 -4.4056 -1.3832 0.00 -0.01 -0.05 -0.04
C 2.9774 -4.2846 -0.0375 -0.01 -0.02 0.01 -0.05
C 2.1352 -3.5692 0.8091 -0.01 0.04 -0.02 -0.08
C 0.9892 -2.9770 0.3055 0.02 -0.06 -0.07 -0.13
C -2.2242 -3.2109 -0.7344 -0.06 0.12 -0.08 -0.39
C -2.0332 -4.3266 0.0746 0.01 -0.06 0.02 -0.07
C -3.1269 -4.9356 0.6801 0.02 0.00 -0.03 -0.04
C -4.4069 -4.4393 0.4767 0.03 0.00 0.01 -0.04
C -4.6033 -3.3225 -0.3280 0.00 -0.02 0.01 -0.05
C -3.5155 -2.7077 -0.9247 0.03 -0.08 0.00 -0.13
H 0.3364 1.7197 -4.3777 -0.02 -0.02 -0.06 0.12
H -0.0926 -0.0292 -5.2391 0.02 -0.03 -0.08 0.14
H -0.8529 -1.6053 -6.5296 0.01 -0.07 0.04 0.13
H -1.5295 -3.9136 -7.0368 -0.02 0.02 0.03 0.13
H -1.9399 -5.5151 -5.1890 0.04 0.05 0.01 0.13
H -1.6571 -4.7914 -2.8529 0.00 0.02 -0.02 0.12
H 1.2685 -3.9506 -2.9405 0.00 0.01 0.02 0.11
H 3.3247 -4.9595 -2.0434 -0.05 0.03 0.04 0.12
H 3.8691 -4.7575 0.3554 -0.03 0.03 -0.01 0.12
H 2.3700 -3.4869 1.8636 -0.01 -0.01 -0.02 0.11
H 0.3305 -2.4219 0.9653 -0.03 -0.02 0.04 0.10
H -1.0409 -4.7306 0.2294 -0.02 -0.02 -0.01 0.11
H -2.9768 -5.8091 1.3019 0.00 0.03 -0.02 0.12
H -5.2548 -4.9262 0.9409 0.02 0.02 0.00 0.12
H -5.6035 -2.9417 -0.4917 0.04 0.00 -0.01 0.12
H -3.6797 -1.8560 -1.5770 -0.06 0.06 -0.01 0.08
F 0.4896 2.1296 0.1740 0.03 0.01 -0.08 -0.19
C 0.7175 0.8720 -0.4488 -0.36 0.30 -0.14 -0.33
F 1.5402 0.2954 0.5909 0.02 0.03 0.27 -0.18
H 1.4234 1.0949 -1.2495 0.07 -0.10 -0.04 0.08
C -5.2681 2.0848 -3.0748 -0.16 0.04 0.15 -0.01
N -5.6924 2.2808 -1.6938 -0.13 0.04 -0.02 -0.17
C -7.0284 2.8506 -1.4931 0.18 -0.07 -0.06 -0.01
C -4.9349 1.9401 -0.6654 0.23 -0.10 0.01 -0.30
O -3.8008 1.4224 -0.7307 -0.51 0.25 -0.08 -0.28
H -5.2642 3.0417 -3.5942 -0.01 0.03 -0.02 0.10
H -5.9636 1.4155 -3.5815 0.00 0.00 -0.01 0.10
H -4.2722 1.6602 -3.0942 0.08 -0.04 0.04 0.07
H -7.7879 2.1644 -1.8647 -0.01 -0.02 -0.01 0.10
H -7.1099 3.7914 -2.0339 0.01 0.03 0.00 0.10
H -7.1998 3.0337 -0.4354 0.02 -0.02 0.00 0.09
H -5.3848 2.1520 0.3090 -0.06 0.01 0.02 0.15
C 4.0610 -0.4846 1.9174 0.25 -0.21 0.25 -0.08
C 3.3399 0.2446 3.0362 -0.50 0.68 -0.35 -0.63
C 4.2808 0.9750 3.9897 0.13 -0.23 0.16 -0.09
C 2.3022 -0.6140 3.7400 0.26 -0.25 0.09 -0.09
Sb 2.2293 1.9676 2.1387 0.07 -0.26 -0.13 2.01
C 3.4772 3.5066 1.0760 -0.48 -0.68 0.14 -0.63
C 3.8422 4.4147 2.2444 0.13 0.12 -0.04 -0.08
C 2.6101 4.1765 0.0280 0.23 0.25 -0.06 -0.08
C 4.6572 2.7496 0.4898 0.18 0.31 -0.08 -0.09
C 0.4210 2.6408 3.2322 0.53 -0.18 -0.37 -0.64
C 0.9883 2.9060 4.6266 -0.16 0.02 0.11 -0.08
C -0.0895 3.9005 2.5544 -0.20 0.08 0.24 -0.09
C -0.5688 1.4878 3.1830 -0.18 0.13 0.20 -0.08
H 4.6096 -1.3134 2.3839 -0.01 0.07 -0.05 0.12
H 4.7974 0.1392 1.4127 -0.03 -0.02 0.01 0.07
H 3.3857 -0.9188 1.1858 -0.02 -0.04 0.00 0.06
H 4.8629 0.2156 4.5258 -0.01 0.07 0.00 0.12
H 3.7565 1.5619 4.7495 0.02 -0.03 -0.03 0.08
H 4.9988 1.6114 3.4684 -0.02 -0.03 0.01 0.08
H 2.8315 -1.4596 4.1978 -0.06 0.07 -0.01 0.12
H 1.5692 -1.0295 3.0460 0.02 0.02 0.00 0.07
H 1.7893 -0.0873 4.5448 0.02 -0.03 -0.02 0.07
H 2.9739 4.9071 2.6890 0.04 -0.01 -0.04 0.08
H 4.4896 5.2077 1.8494 -0.03 -0.04 0.05 0.12
H 4.4148 3.9040 3.0249 -0.04 0.04 -0.05 0.08
H 1.7081 4.6231 0.4433 0.02 0.00 -0.01 0.08
H 2.3364 3.5031 -0.7822 0.03 0.00 0.01 0.08
H 3.2070 4.9877 -0.4069 -0.05 -0.05 0.02 0.12
H 5.3010 2.3177 1.2571 -0.03 0.02 -0.03 0.08
H 5.2649 3.4705 -0.0703 -0.01 -0.05 0.05 0.12
H 4.3551 1.9715 -0.2120 -0.02 0.02 -0.01 0.09
H 1.7407 3.6998 4.6348 -0.03 -0.02 0.00 0.09
H 1.4006 2.0113 5.0988 -0.04 0.05 -0.03 0.07
H 0.1639 3.2475 5.2627 0.04 0.00 -0.02 0.12
H 0.6318 4.7186 2.5922 -0.02 -0.03 0.00 0.08
H -0.9731 4.2300 3.1144 0.06 0.01 -0.04 0.12
H -0.4007 3.7335 1.5261 -0.01 0.00 0.03 0.08
H -0.2025 0.5951 3.6873 0.00 0.01 0.00 0.07
H -0.8579 1.2371 2.1633 -0.04 0.02 -0.04 0.07
H -1.4755 1.8103 3.7077 0.04 -0.03 -0.03 0.12
```
Positions in Å, forces in eV/Å.

Computed properties:
Net charge: +3
Spin multiplicity: 1
Lowest unoccupied orbital energy in eV: -9.248
Electronic energy in Eh: -2618.84943
ΔE to the lowest compared entry with this formula, charge and spin in kJ/mol: 0.00